No. 1
{"formula": "C5H8N2O2", "method": "wB97M-V/def2-TZVPD", "elements": ["C", "C", "N", "O", "H", "H", "H", "H", "H", "C", "C", "C", "O", "N", "H", "H", "H"], "coordinates": [[-0.693, 0.168, 2.179], [-0.528, 1.086, 1.005], [1.073, 0.638, -0.119], [-0.722, 2.267, 1.030], [1.055, 1.347, -0.844], [1.843, 0.689, 0.542], [-1.749, 0.015, 2.389], [-0.217, 0.596, 3.064], [-0.249, -0.803, 1.969], [0.646, -0.906, -2.087], [0.797, -0.745, -0.602], [-1.572, 0.127, -0.311], [0.922, -1.625, 0.207], [-2.444, 0.018, -1.060], [1.637, -0.922, -2.546], [0.131, -1.846, -2.272], [0.069, -0.105, -2.543]], "atomic_forces_ev_per_a": [[1.31, -0.68, 0.18], [-3.24, 0.93, -0.18], [-0.65, -1.27, -0.08], [1.02, -1.50, -0.70], [0.16, 0.05, 0.24], [0.01, -0.02, -0.31], [-0.07, 0.29, -0.33], [0.02, 0.11, -0.12], [-0.06, -0.01, 0.07], [-0.49, -0.04, 0.10], [1.77, 0.79, 0.66], [0.29, 1.45, 0.84], [-0.29, 0.20, -0.53], [0.12, -0.29, -0.05], [0.04, -0.06, 0.16], [0.09, -0.02, -0.06], [-0.03, 0.08, 0.10]], "e_tot_ev": -12387.6291, "lumo_energy_ev": 0.14, "homo_ha": -0.38070, "max_force_ev_per_a": 3.375, "total_charge": 0, "e_above_lowest_kj_mol": 319.0}


No. 2
{"formula": "C4H11NO", "method": "wB97M-V/def2-TZVPD", "elements": ["N", "C", "C", "C", "C", "O", "H", "H", "H", "H", "H", "H", "H", "H", "H", "H", "H"], "coordinates": [[-1.041, 1.660, 0.401], [0.243, 1.077, 0.881], [1.012, 0.611, -0.360], [0.150, -0.407, -1.151], [-0.478, -1.549, -0.295], [0.291, -2.394, 0.533], [-1.227, 2.601, 0.728], [-1.833, 1.075, 0.626], [0.808, 1.780, 1.480], [0.031, 0.263, 1.556], [1.942, 0.054, -0.146], [1.283, 1.415, -1.022], [0.776, -0.970, -1.885], [-0.691, 0.161, -1.596], [-1.045, -2.165, -0.959], [-1.325, -1.267, 0.378], [1.104, -1.944, 0.830]], "atomic_forces_ev_per_a": [[0.30, 0.21, 0.27], [-0.49, 0.57, -0.88], [-0.05, -1.91, 0.20], [0.07, -0.74, 0.70], [-1.79, 0.90, 0.82], [1.68, 0.14, -0.14], [0.15, -0.27, 0.09], [0.05, 0.06, 0.07], [0.13, 0.40, -0.08], [0.03, -0.54, 0.12], [-0.09, 0.52, 0.45], [0.01, 0.53, -0.09], [-0.49, 0.88, 0.09], [0.49, -0.66, -0.12], [0.13, -0.81, -0.85], [0.53, 0.95, -0.39], [-0.65, -0.23, -0.26]], "e_tot_ev": -7863.1740, "lumo_energy_ev": 0.97, "homo_ha": -0.34405, "max_force_ev_per_a": 2.169, "total_charge": 0, "e_above_lowest_kj_mol": 133.1, "smiles": "NCCCCO"}


No. 3
{"formula": "C4H9NO", "method": "wB97M-V/def2-TZVPD", "elements": ["C", "C", "C", "O", "C", "N", "H", "H", "H", "H", "H", "H", "H", "H", "H"], "coordinates": [[-1.315, -1.390, 0.773], [-0.088, -0.616, 0.639], [1.169, 0.361, -1.093], [2.321, -0.154, -0.536], [0.180, 1.323, -0.222], [-0.388, 0.654, 0.879], [-2.236, -0.792, 0.694], [-1.340, -2.199, 0.052], [-1.272, -1.858, 1.751], [0.659, -0.402, -1.702], [1.531, 1.112, -1.777], [1.943, -0.787, 0.106], [-0.634, 1.735, -0.828], [0.818, 2.099, 0.158], [-1.348, 0.915, 1.107]], "atomic_forces_ev_per_a": [[-0.70, -1.20, 0.46], [-1.32, -0.67, 1.42], [-1.11, 2.24, -1.20], [-0.10, -0.27, 1.11], [2.61, 0.71, -1.30], [-0.10, -1.33, 0.11], [0.05, -0.18, 0.05], [-0.06, -0.21, -0.09], [-0.17, -0.38, 0.36], [-0.40, 0.29, 0.36], [0.22, 0.23, -0.79], [0.26, -0.01, 0.13], [0.43, -0.11, -0.30], [0.35, 0.95, -0.28], [0.04, -0.07, -0.03]], "e_tot_ev": -7827.6323, "lumo_energy_ev": 0.94, "homo_ha": -0.31264, "max_force_ev_per_a": 3.002, "total_charge": 0, "e_above_lowest_kj_mol": 452.3}


No. 4
{"formula": "C18H60O12", "method": "wB97M-V/def2-TZVPD", "elements": ["C", "C", "C", "O", "H", "H", "H", "H", "H", "H", "H", "H", "C", "C", "C", "O", "H", "H", "H", "H", "H", "H", "H", "H", "C", "C", "C", "O", "H", "H", "H", "H", "H", "H", "H", "H", "C", "O", "H", "H", "H", "H", "C", "O", "H", "H", "H", "H", "C", "O", "H", "H", "H", "H", "C", "O", "H", "H", "H", "H", "C", "O", "H", "H", "H", "H", "C", "O", "H", "H", "H", "H", "C", "O", "H", "H", "H", "H", "C", "O", "H", "H", "H", "H", "C", "O", "H", "H", "H", "H"], "coordinates": [[9.395, 1.607, 21.571], [9.226, 1.100, 20.150], [7.915, 0.391, 19.901], [9.259, 2.300, 19.377], [9.431, 0.841, 22.323], [8.778, 2.490, 21.892], [10.470, 1.867, 21.546], [10.129, 0.546, 19.941], [7.706, -0.101, 18.966], [7.183, 1.150, 20.010], [7.720, -0.357, 20.646], [10.204, 2.558, 19.275], [6.918, 3.793, 12.483], [7.672, 3.717, 13.764], [8.247, 5.068, 14.229], [6.782, 3.126, 14.695], [7.704, 4.275, 11.860], [6.116, 4.548, 12.647], [6.479, 2.911, 12.105], [8.528, 3.065, 13.627], [8.708, 5.005, 15.206], [7.487, 5.844, 14.376], [9.001, 5.534, 13.614], [7.153, 3.150, 15.559], [13.828, 1.177, 18.829], [13.278, 2.548, 19.148], [14.016, 3.659, 18.374], [11.921, 2.458, 18.708], [14.904, 1.109, 19.014], [13.638, 0.926, 17.764], [13.285, 0.440, 19.415], [13.361, 2.651, 20.250], [14.033, 3.355, 17.334], [15.114, 3.756, 18.740], [13.513, 4.674, 18.436], [11.745, 3.222, 18.123], [10.383, 5.778, 17.672], [10.738, 4.493, 17.208], [10.653, 5.851, 18.757], [10.982, 6.485, 17.122], [9.309, 6.043, 17.602], [10.212, 4.236, 16.442], [9.768, 1.273, 15.616], [11.088, 1.795, 15.781], [9.664, 0.499, 14.899], [9.440, 1.050, 16.636], [9.194, 2.157, 15.282], [11.362, 1.551, 16.679], [9.783, -2.320, 12.554], [10.134, -1.218, 13.461], [10.187, -3.279, 12.947], [8.687, -2.470, 12.535], [10.146, -2.110, 11.564], [9.968, -0.420, 12.957], [5.853, -0.732, 13.286], [6.871, 0.175, 13.687], [5.729, -1.509, 14.011], [4.938, -0.264, 13.015], [6.181, -1.176, 12.334], [6.509, 1.060, 13.836], [14.573, 0.436, 13.177], [13.161, 0.282, 13.277], [14.696, 1.092, 12.298], [14.942, 1.010, 13.996], [15.130, -0.481, 13.034], [12.854, 0.163, 14.224], [11.359, -2.038, 17.030], [11.857, -1.271, 15.886], [10.334, -1.948, 17.187], [11.682, -3.079, 17.101], [11.883, -1.493, 17.868], [11.399, -1.463, 15.050], [12.607, 4.327, 13.875], [11.275, 3.781, 13.705], [13.340, 3.621, 14.318], [13.027, 4.696, 12.949], [12.537, 5.112, 14.598], [11.254, 2.937, 14.161], [10.414, 1.969, 11.029], [10.558, 0.840, 11.852], [11.272, 2.329, 10.454], [9.643, 1.770, 10.217], [10.029, 2.819, 11.597], [11.411, 1.029, 12.282], [6.832, 4.564, 18.506], [7.413, 3.742, 17.535], [6.006, 5.096, 18.024], [6.504, 3.954, 19.368], [7.505, 5.313, 18.918], [7.865, 3.156, 18.104]], "atomic_forces_ev_per_a": [[1.27, 0.39, 0.46], [-0.52, 0.97, 0.31], [0.37, -0.17, 0.16], [0.18, 0.16, -1.04], [-0.66, -0.61, 0.47], [0.45, -1.01, -0.57], [-0.42, 0.76, 0.35], [0.09, -0.72, -0.39], [0.59, 0.07, -0.70], [-1.05, 0.74, 0.18], [0.03, -0.34, 0.63], [-0.63, -0.24, 0.03], [0.75, 3.26, 0.07], [0.33, -0.22, 0.61], [-0.86, 0.48, 0.47], [-0.60, -0.05, -0.84], [-0.95, -0.54, -0.65], [0.32, -0.45, -0.34], [0.00, -1.12, -0.39], [0.31, -0.34, -0.10], [0.14, -0.45, 0.38], [-0.33, -0.28, -0.19], [0.25, -0.39, -0.65], [0.42, 0.12, 1.49], [0.43, -0.31, -0.72], [0.56, -0.26, -0.27], [0.96, 0.64, 1.16], [-0.20, 0.84, 0.05], [-0.13, -0.11, 0.12], [0.18, 0.23, 0.49], [0.13, -0.16, 0.15], [-0.41, 0.47, -0.50], [0.08, 0.07, -0.34], [-1.88, -0.11, -0.58], [0.55, -1.20, 0.11], [-0.31, -0.03, 0.09], [-0.08, 0.27, 1.01], [-0.19, -0.47, 0.23], [-0.14, -0.15, -0.87], [0.05, 0.70, -0.12], [0.49, -0.43, -0.21], [0.07, -0.02, -0.04], [-0.38, 2.31, 1.27], [0.77, -0.38, 0.06], [0.12, -0.92, -0.34], [-0.55, -0.54, -0.44], [-0.22, -0.63, 0.04], [0.26, 0.12, -0.46], [-0.40, 0.17, 1.63], [-0.22, -2.13, -0.36], [0.11, 0.83, -0.23], [0.38, 0.30, -0.09], [0.23, -0.04, -0.42], [-0.04, 0.51, -0.28], [1.42, 0.11, -1.24], [-0.18, 0.28, 0.11], [-0.27, -0.41, 0.51], [-1.00, 0.57, 0.28], [0.05, -0.25, 0.28], [0.08, -0.15, 0.18], [-0.93, 1.09, -0.98], [-0.74, -0.39, 1.47], [0.28, -0.45, 0.14], [0.51, 0.18, 0.83], [-0.07, -0.36, 0.10], [0.73, 0.06, -1.46], [3.15, 1.81, 0.13], [-0.29, -0.89, 0.56], [-1.89, 0.14, -0.06], [0.01, 0.00, -0.55], [-0.69, -0.74, -0.53], [-0.37, -0.18, 0.26], [-0.37, -1.00, 0.64], [1.06, 0.38, -0.42], [-0.57, -0.06, -0.39], [-0.20, 0.06, -0.34], [0.03, 0.84, 0.32], [0.08, -0.22, 0.38], [-2.40, 0.85, -1.75], [1.27, 0.69, -0.22], [0.52, -0.50, 0.44], [0.73, -0.08, 1.07], [0.12, 0.04, 0.04], [-0.05, -0.85, 0.32], [-1.11, 0.62, 0.37], [-0.28, 0.69, -0.74], [-0.09, -0.13, 0.38], [-0.27, 0.34, -0.38], [0.37, 0.15, -0.08], [1.69, -1.83, 0.46]], "e_tot_ev": -44204.8583, "lumo_energy_ev": 0.67, "homo_ha": -0.35825, "max_force_ev_per_a": 3.632, "total_charge": 0, "e_above_lowest_kj_mol": 446.0, "smiles": "CC(C)O.CC(C)O.CC(C)O.CO.CO.CO.CO.CO.CO.CO.CO.CO"}